39
Properties=species:S:1:pos:R:3:lowdin_charge:R:1 method="wB97M-V/def2-TZVPD" e_tot_ha=-2740.68760 charge=+2 largest_force_ha_per_bohr=0.058 s_squared=2.007 spin_multiplicity=3
Ni 10.00280 11.69483 5.21526 0.598
C 10.34558 15.91795 5.08224 0.031
C 9.84332 14.49320 5.06382 -0.206
N 10.62750 13.53860 4.79614 -0.052
N 11.98134 13.69989 4.58922 0.009
C 12.82708 12.78778 5.17036 -0.777
N 14.13017 12.95235 4.98715 0.166
S 12.15369 11.59078 6.10646 0.812
C 8.46095 14.08936 5.42562 -0.182
C 7.40111 14.98288 5.44824 0.059
C 6.07203 14.48753 5.81033 0.048
C 5.95860 13.11444 6.01919 0.001
C 7.10263 12.31442 6.04178 -0.077
N 8.33269 12.73015 5.70474 0.034
H 9.90560 16.53362 4.30926 0.106
H 11.39985 15.99946 5.02140 0.067
H 10.03511 16.28903 6.09455 0.131
H 12.28491 14.29238 3.81836 0.180
H 14.49514 13.63305 4.36636 0.126
H 14.70772 12.21298 5.40426 0.142
H 7.54434 16.05674 5.25256 0.136
H 5.20945 15.12200 5.77639 0.123
H 4.99331 12.66133 6.01486 0.122
H 6.98677 11.26338 6.24258 0.114
C 10.57554 6.16338 5.84704 0.002
C 10.01931 7.46001 5.44732 -0.278
C 8.84421 7.58533 4.72866 0.050
C 8.64111 8.96676 4.60556 -0.306
N 9.70247 9.69860 5.11174 -0.045
N 10.51208 8.70462 5.62286 0.028
C 7.52222 9.69436 4.01357 -0.039
H 9.82160 5.56428 6.30350 0.089
H 11.40584 6.29241 6.56779 0.101
H 10.97015 5.60553 4.98528 0.111
H 8.13753 6.82054 4.49889 0.131
H 11.47797 8.91679 6.07449 0.172
H 7.23588 9.25656 3.05161 0.104
H 7.80382 10.76949 3.84812 0.072
H 6.61217 9.67291 4.63534 0.095